This record from the OMol25 dataset describes 2 unconnected molecules or ions with the total composition C3H10N2O2S at a distorted geometry. The level of theory is wB97M-V/def2-TZVPD.

Cartesian coordinates (Å):
C 1.018 0.010 -0.532
C 0.960 -1.493 -0.860
S 2.072 -2.562 0.121
N 0.017 0.702 -1.320
C -1.326 0.788 -1.024
N -1.759 0.397 0.232
O -2.109 1.225 -1.849
H 0.678 0.105 0.497
H 2.023 0.381 -0.732
H 1.183 -1.662 -1.915
H -0.038 -1.892 -0.678
H 1.126 -2.938 0.956
H 0.265 0.983 -2.255
H -2.761 0.305 0.264
H -1.259 0.479 1.108
H 0.217 2.389 2.464
H -0.314 1.326 3.218
O 0.007 1.457 2.304

As for the energy above the lowest of the compared OMol25 structures with the same formula, charge and spin: 0.584 eV. The structure (SMILES) is NC(=O)NCCS.O. The calculation puts the LUMO energy at 0.225 eV. Its total charge is 0.

This record from the OMol25 dataset describes 3 unconnected molecules or ions with the total composition C31H52BI2N4O8S at a distorted geometry. The level of theory is wB97M-V/def2-TZVPD.

Cartesian coordinates (Å):
C -1.742 -2.235 2.169
C -1.745 -1.659 0.786
I -2.898 0.094 0.657
C -1.126 -2.173 -0.264
I 0.016 -3.937 -0.109
O -1.151 -1.671 -1.568
C -0.093 -0.818 -1.788
O 1.003 -1.201 -1.952
C -0.468 0.619 -1.846
C -1.549 0.988 -2.665
B -2.383 -0.022 -3.604
O -3.589 -0.510 -3.190
N -1.825 -0.291 -4.905
C -0.685 -1.233 -4.907
C -2.841 -0.683 -5.900
C -1.892 2.326 -2.686
N -1.218 3.223 -1.935
C -0.184 2.911 -1.141
C 0.438 4.010 -0.328
C -0.087 3.849 1.105
C 0.363 4.905 2.124
C 1.812 5.393 2.043
C 2.902 4.316 1.989
C 2.661 3.071 2.845
C 3.235 3.128 4.271
S 2.105 2.337 5.445
C 1.710 0.918 4.532
N 0.499 0.469 4.392
N 0.598 -0.679 3.616
C 1.854 -0.813 3.340
O 2.623 0.144 3.875
C 0.248 1.574 -1.106
C 1.456 1.166 -0.299
C 2.724 1.366 -1.171
C 3.901 0.576 -0.694
O 4.399 -0.274 -1.353
O 4.376 0.898 0.536
H -1.802 -1.422 2.881
H -0.872 -2.842 2.362
H -2.659 -2.808 2.292
H -3.593 -1.473 -3.172
H -0.499 -1.577 -5.916
H -0.835 -2.083 -4.243
H 0.208 -0.711 -4.568
H -3.213 -1.699 -5.772
H -2.392 -0.581 -6.884
H -3.655 0.030 -5.863
H -2.717 2.680 -3.280
H -1.546 4.179 -1.980
H 0.107 4.962 -0.735
H 1.510 3.908 -0.438
H 0.110 2.867 1.516
H -1.172 3.925 1.035
H 0.236 4.449 3.104
H -0.303 5.763 2.092
H 1.976 6.001 2.930
H 1.921 6.068 1.195
H 3.816 4.785 2.354
H 3.146 4.005 0.976
H 1.619 2.773 2.895
H 3.183 2.257 2.350
H 4.183 2.604 4.297
H 3.400 4.154 4.583
H 2.241 -1.617 2.743
H 1.576 1.780 0.584
H 1.390 0.139 0.029
H 2.522 1.066 -2.191
H 2.995 2.420 -1.197
H 5.338 0.949 0.462
C -6.403 0.314 2.469
C -6.279 -1.143 2.881
O -5.610 -1.341 4.110
C -6.203 -0.742 5.250
C -7.614 -1.223 5.541
H -5.416 0.775 2.418
H -6.876 0.387 1.489
H -7.003 0.896 3.170
H -5.682 -1.677 2.139
H -7.263 -1.625 2.894
H -6.177 0.351 5.165
H -5.553 -1.003 6.084
H -8.308 -0.972 4.737
H -7.985 -0.762 6.455
H -7.629 -2.307 5.665
C 3.463 -3.692 -3.160
C 4.633 -4.415 -2.517
O 4.639 -5.814 -2.729
C 4.705 -6.241 -4.077
C 5.946 -5.772 -4.817
H 2.518 -4.106 -2.805
H 3.496 -2.632 -2.912
H 3.474 -3.779 -4.248
H 4.585 -4.288 -1.435
H 5.582 -3.974 -2.840
H 3.799 -5.946 -4.618
H 4.700 -7.330 -4.035
H 5.990 -4.685 -4.897
H 5.956 -6.179 -5.828
H 6.847 -6.103 -4.298

The calculation puts the LUMO energy at -4.120 eV. Its total charge is +1.

This record from the OMol25 dataset describes 2 unconnected molecules or ions with the total composition C2H2NO3S at a distorted geometry. The level of theory is wB97M-V/def2-TZVPD.

Cartesian coordinates (Å):
C 0.485 -0.678 -1.575
C 1.924 -0.437 -2.068
N -0.668 0.966 -0.973
O 1.999 -0.146 -3.256
O 2.846 -0.557 -1.242
O -1.867 -1.995 -1.952
S -0.379 -2.018 -2.107
H -0.252 1.468 -0.229
H -1.570 0.511 -0.675

As for the energy above the lowest of the compared OMol25 structures with the same formula, charge and spin: 3.619 eV. The calculation puts the LUMO energy at 3.052 eV. Its total charge is -1.

| no. | HOMO-LUMO gap (eV) |
| --- | --- |
| 1 | 9.1703 |
| 2 | 6.8328 |
| 3 | 7.6796 |